21
Properties=species:S:1:pos:R:3:forces:R:3:lowdin_charge:R:1 method="wB97M-V/def2-TZVPD" e_lumo_ha=-0.1095 charge=+1 e_homo_ev=-14.98 orbital_gap_ha=0.44104
C -1.22229 -1.77489 0.10748 0.260 0.083 0.875 -0.21
O -1.89657 -1.90862 -1.11289 -0.150 -0.135 -0.364 -0.04
C 0.04489 -0.94327 -0.08321 -0.307 0.235 -0.954 -0.27
C 0.63398 -0.38421 1.18551 -0.256 -0.437 0.531 -0.21
C 1.92065 0.40897 1.02026 -0.188 0.472 -0.265 -0.07
N -0.35868 0.23185 -0.99332 0.572 -0.039 0.352 0.23
H -0.94487 -2.72136 0.57600 0.022 -0.078 -0.214 0.14
H -1.87898 -1.28392 0.83466 -0.061 0.107 -0.168 0.14
H -1.85893 -2.81278 -1.44364 -0.019 0.086 0.047 0.12
H 0.74889 -1.50850 -0.69867 0.114 -0.025 0.246 0.16
H 0.80006 -1.21289 1.87739 0.063 -0.175 -0.166 0.13
H -0.17142 0.17976 1.67597 0.242 0.228 -0.010 0.13
H 2.48919 0.43773 1.94287 0.029 -0.002 0.084 0.09
H 1.72230 1.44368 0.72981 0.003 0.006 0.030 0.07
H 2.55408 -0.01029 0.24277 0.144 -0.222 -0.001 0.08
H -0.52500 1.07611 -0.43832 -0.279 0.061 -0.252 0.11
H 0.39485 0.50866 -1.62395 -0.009 -0.108 0.029 0.17
H -1.17026 -0.01839 -1.56399 -0.111 -0.102 0.069 0.15
H -0.84830 3.41107 -0.08401 0.053 0.086 0.017 0.06
H -0.15404 3.82018 -1.37005 0.070 -0.283 0.056 0.07
O -0.27954 3.06111 -0.78066 -0.191 0.241 0.058 -0.05

22
Properties=species:S:1:pos:R:3:forces:R:3:lowdin_charge:R:1 method="wB97M-V/def2-TZVPD" e_lumo_ha=-0.1104 charge=+1 e_homo_ev=-14.26 orbital_gap_ha=0.41373
O -0.06695 -0.45978 -1.86640 -0.260 -0.207 -0.008 0.09
C 0.45538 0.17568 -0.98902 0.308 -0.029 -0.517 -0.18
C -0.04545 0.16811 0.42722 -0.654 0.735 0.082 -0.28
C 0.93196 -0.30495 1.47082 1.465 -0.481 -0.566 -0.19
C 2.14687 0.60181 1.68052 0.373 0.150 0.337 -0.07
N -1.33944 -0.61213 0.48841 1.460 -0.483 -0.985 0.22
H 1.29583 0.84327 -1.23775 0.049 -0.014 0.387 0.15
H -0.33114 1.21426 0.57086 0.101 0.038 0.362 0.12
H 1.34639 -1.25998 1.14303 -0.212 -0.286 0.053 0.13
H 0.49143 -0.49440 2.43264 -0.688 0.125 0.359 0.11
H 1.90931 1.66511 1.69408 -0.045 -0.011 -0.137 0.08
H 2.59140 0.37267 2.64176 -0.161 0.003 0.385 0.08
H 2.99178 0.40727 1.02146 -0.354 0.133 -0.544 0.08
H -1.24362 -1.53997 -0.04696 -0.166 0.293 0.268 0.10
H -2.03896 -0.07647 -0.01620 -0.504 -0.046 0.451 0.17
H -1.51779 -0.80261 1.46523 -0.704 0.137 0.142 0.16
H 0.10523 3.93842 0.27743 -0.096 -0.153 -0.001 0.06
H -0.67549 3.63453 -0.98961 -0.017 -0.084 0.096 0.06
O -0.37043 3.22448 -0.16940 0.103 0.280 -0.148 -0.05
H -0.88798 -2.62343 -1.82251 -0.038 -0.049 0.056 0.07
H -1.94891 -3.48263 -1.08095 0.047 -0.091 -0.034 0.09
O -1.19255 -2.90098 -0.94679 -0.007 0.040 -0.037 -0.03

22
Properties=species:S:1:pos:R:3:forces:R:3:lowdin_charge:R:1 method="wB97M-V/def2-TZVPD" e_lumo_ha=-0.1264 charge=+1 e_homo_ev=-14.06 orbital_gap_ha=0.39032
C -1.44116 -1.41160 -1.96789 0.338 0.595 -1.738 -0.21
O -0.85014 -2.66832 -1.79739 -0.459 0.125 0.538 -0.03
C -1.02125 -0.31219 -0.97299 -0.227 1.287 2.297 -0.23
C -0.22361 -0.85883 0.23643 0.121 -2.058 -0.738 -0.11
C 0.66491 -0.01405 1.17458 -1.426 0.589 0.229 -0.19
O 0.42894 1.38611 0.96379 -0.061 0.438 -0.177 -0.10
N -0.27399 0.87290 -1.62290 -0.550 0.012 -0.932 0.22
H -2.53122 -1.48821 -1.96051 0.197 -0.329 0.281 0.14
H -1.20119 -1.07558 -3.00812 -0.269 0.142 0.550 0.14
H -0.05265 -2.70674 -2.31882 0.346 -0.246 -0.227 0.10
H -1.93620 0.12820 -0.55084 0.295 0.152 -0.403 0.15
H 0.32435 -1.72990 -0.16168 0.350 0.505 0.204 0.11
H -0.99167 -1.42587 0.78712 0.120 0.498 0.178 0.14
H 1.72926 -0.19301 1.10911 0.116 -0.032 -0.393 0.12
H 0.36984 -0.22963 2.20107 0.224 -0.244 0.004 0.13
H -0.29559 1.68241 1.53027 0.279 -0.092 -0.017 0.11
H 0.15673 1.58570 -1.01831 0.705 -1.148 1.127 0.15
H 0.37157 0.41934 -2.26909 0.386 0.749 -0.102 0.17
H -0.86631 1.54245 -2.12642 -0.459 -0.916 -0.650 0.18
H 1.91975 2.51922 3.75143 -0.436 -0.068 -0.694 0.03
H 3.09233 2.09695 4.41829 0.768 -0.561 0.031 0.04
O 2.62729 1.88068 3.60288 -0.359 0.602 0.632 -0.06

24
Properties=species:S:1:pos:R:3:forces:R:3:lowdin_charge:R:1 method="wB97M-V/def2-TZVPD" e_lumo_ha=0.1351 charge=-1 e_homo_ev=-5.38 orbital_gap_ha=0.33275
C -2.18353 1.67026 -0.15528 0.173 -1.330 -0.395 -0.11
C -0.68546 1.37828 -0.32855 0.031 0.845 0.935 -0.40
C -0.02464 2.05701 0.94333 0.551 -0.092 -1.968 -0.06
N -0.22642 -0.04044 -0.39582 -1.638 0.149 -0.935 0.05
C -1.08503 -1.14568 -0.97769 0.209 0.524 0.960 -0.69
O -0.60075 -2.31445 -0.83952 0.458 0.872 0.201 -0.06
O -2.14890 -0.86799 -1.50304 -0.100 0.589 -0.475 0.01
H -2.50751 1.09909 0.73400 -0.415 0.446 -0.435 0.09
H -2.38236 2.73544 -0.09299 0.245 0.215 0.452 0.06
H -2.66663 1.34243 -1.06533 -0.558 -0.441 0.183 0.05
H -0.43261 1.92040 -1.25782 0.489 -0.321 0.307 0.13
H -0.61724 2.91623 1.25544 -0.240 -0.360 0.355 0.06
H 0.94698 2.49815 0.69735 0.162 -0.425 0.104 0.07
H 0.10995 1.27266 1.67853 -0.075 0.292 0.538 0.06
H 0.22973 -0.29553 0.46534 0.075 -0.236 -0.075 0.06
H 0.93364 -3.45706 0.93990 0.095 0.656 0.145 0.04
H 0.43458 -2.18311 0.14280 0.550 -1.425 0.836 0.00
O 1.10910 -2.50047 0.93397 -0.675 -0.039 -0.906 -0.18
H 0.97347 -0.61569 -2.12811 0.280 -0.162 0.225 0.00
H 1.62720 -1.94235 -1.75282 -0.114 0.741 -0.529 0.03
O 1.72746 -1.17990 -2.36305 0.164 -0.548 0.207 -0.10
H 1.77510 -1.12161 1.74348 0.762 -0.192 0.238 -0.02
H 3.15833 -0.66412 1.29967 -0.129 -0.030 0.008 0.02
O 2.53553 -0.56155 2.02620 -0.299 0.271 0.024 -0.11

21
Properties=species:S:1:pos:R:3:forces:R:3:lowdin_charge:R:1 method="wB97M-V/def2-TZVPD" e_lumo_ha="-0.2716 / -0.4644" charge=+2 multiplicity=2 e_homo_ev="-18.99 / -18.99" orbital_gap_ha="0.42649 / 0.23366"
C -0.84427 0.25333 -1.15206 -0.544 0.665 0.743 -0.16
C -1.16317 -1.19239 -0.74576 -1.165 0.160 -0.072 -0.18
C -0.13559 -1.86743 0.17526 0.473 1.290 -0.272 -0.36
S 0.51241 -0.77627 1.49941 -1.606 -0.669 0.455 1.22
C -1.05428 -0.23244 2.21247 0.058 0.170 0.480 -0.25
N 0.61641 0.46131 -1.25598 1.179 -1.291 0.215 0.15
H -1.20924 1.02379 -0.43857 0.185 -0.590 -0.381 0.14
H -1.28807 0.50676 -2.10079 -0.188 -0.041 -0.347 0.15
H -2.15904 -1.22250 -0.23137 0.755 0.100 -0.740 0.15
H -1.24072 -1.79108 -1.68177 0.032 0.068 0.805 0.15
H -0.57760 -2.70065 0.66072 -0.405 -0.957 0.613 0.11
H 0.72128 -2.19434 -0.38087 0.630 -0.333 -0.095 0.09
H -0.86549 0.13318 3.21685 0.323 0.205 0.113 0.07
H -1.49456 0.60368 1.63604 0.294 -0.384 0.047 0.09
H -1.77510 -1.04815 2.32086 0.184 -0.119 -0.411 0.09
H 1.01681 -0.17943 -1.97631 -0.166 0.614 0.394 0.20
H 1.02383 0.11628 -0.32159 -0.003 1.402 -1.972 0.08
H 0.90066 1.45261 -1.50914 0.077 0.117 0.387 0.12
H 1.91107 3.65890 -1.07909 -0.852 -0.390 -1.256 0.09
H 1.12358 3.77528 -2.56860 0.954 -1.999 3.289 0.17
O 1.32288 3.16131 -1.71058 -0.216 1.980 -1.993 -0.12

22
Properties=species:S:1:pos:R:3:forces:R:3:lowdin_charge:R:1 method="wB97M-V/def2-TZVPD" e_lumo_ha=-0.1229 charge=+1 e_homo_ev=-12.06 orbital_gap_ha=0.32023
N -0.68102 -0.58170 -1.31560 -0.181 2.633 -0.544 0.18
C -0.61713 0.81731 -0.41562 2.325 -1.229 -1.108 -0.38
C -1.92993 0.99066 0.29908 -1.695 2.406 -3.083 -0.07
C 0.67082 0.57029 0.38704 -0.141 -0.102 0.290 -0.50
S 0.39642 -0.85634 1.57072 0.829 0.845 0.033 0.48
S 0.88306 -0.03873 3.42633 0.167 -0.573 -0.766 0.47
C 2.65432 0.22154 3.27496 2.774 0.643 -0.933 -0.52
H -1.20661 -0.31692 -2.21486 0.777 -1.436 1.601 0.16
H 0.31980 -0.77272 -1.52099 -0.999 -0.161 -0.199 0.14
H -1.06857 -1.37006 -0.76936 -0.072 0.479 -0.605 0.14
H -0.28577 1.58898 -1.16602 -1.066 -0.613 0.490 0.16
H -2.14548 2.09883 0.72767 0.855 -3.171 -0.132 0.17
H -2.22252 0.02662 0.67881 -0.080 0.327 1.699 0.06
H -2.65888 1.01941 -0.58473 0.601 0.240 0.877 0.10
H 1.58853 0.42286 -0.28987 -1.355 0.122 0.993 0.11
H 0.80119 1.49825 0.94752 0.341 -0.219 0.257 0.08
H 2.86711 1.13378 2.57586 -0.377 -1.429 1.600 0.06
H 3.41568 -0.57860 2.90706 -2.097 0.666 0.344 0.08
H 3.05721 0.38059 4.31133 -0.666 0.433 -0.847 0.04
H -1.01659 -1.44047 -4.67990 -1.077 -1.231 1.970 0.11
H -1.40969 -2.84203 -4.25528 -0.163 -1.285 -0.231 0.03
O -1.41195 -1.97153 -3.89415 1.299 2.653 -1.709 -0.08

Max |F| values (in hartree/bohr) by entry order: 0.020, 0.036, 0.051, 0.040, 0.077, 0.083.
Energy relative to the best compared isomer or geometry (same formula, charge and spin) values (in kJ/mol) by entry order: 57.84, 39.30, 179.28, 88.47, 26.15, 184.78.